(1)
{
  "formula": "C5H10O2",
  "method": "ωB97M-V/def2-TZVPD",
  "elements": ["C", "C", "O", "C", "C", "C", "O", "H", "H", "H", "H", "H", "H", "H", "H", "H", "H"],
  "positions_angstrom": [[-1.6783, 1.4621, 0.1631], [-0.7879, 0.2654, 0.4211], [0.2621, 0.6298, 1.3031], [1.2513, -0.3691, 1.1436], [1.3532, -0.5472, -0.3727], [-0.1038, -0.3417, -0.8269], [-0.7847, -1.5478, -1.1260], [-2.5037, 1.1768, -0.4978], [-2.1003, 1.8347, 1.1012], [-1.1149, 2.2746, -0.3078], [-1.3749, -0.5536, 0.8692], [0.9273, -1.3078, 1.6209], [2.1706, -0.0242, 1.6234], [1.7359, -1.5279, -0.6734], [2.0037, 0.2245, -0.7957], [-0.1592, 0.3513, -1.6800], [-0.3940, -1.9239, -1.9222]],
  "atomic_forces_ev_per_a": [[0.0, 0.0, 0.0], [-0.2, 0.0, -0.1], [0.0, 0.0, 0.1], [0.2, -0.1, 0.0], [0.1, 0.0, 0.0], [0.1, 0.3, 0.1], [0.0, -0.2, -0.2], [0.1, 0.0, 0.1], [0.1, -0.1, -0.1], [0.0, -0.1, 0.1], [0.1, 0.1, 0.0], [0.0, 0.1, 0.0], [-0.1, -0.1, -0.1], [-0.1, 0.1, 0.0], [-0.1, -0.1, 0.0], [0.0, -0.1, 0.1], [-0.1, 0.0, 0.0]],
  "smiles": "C[C@@H]1OCC[C@H]1O",
  "orbital_gap_ev": 10.77
}

***

(2)
{
  "formula": "C24H44F6N8P",
  "method": "ωB97M-V/def2-TZVPD",
  "elements": ["C", "C", "N", "C", "C", "N", "C", "C", "H", "H", "H", "H", "H", "H", "H", "H", "H", "H", "H", "C", "C", "N", "C", "C", "N", "C", "C", "H", "H", "H", "H", "H", "H", "H", "H", "H", "H", "H", "C", "C", "N", "C", "C", "N", "C", "C", "H", "H", "H", "H", "H", "H", "H", "H", "H", "H", "H", "C", "C", "N", "C", "C", "N", "C", "C", "H", "H", "H", "H", "H", "H", "H", "H", "H", "H", "H", "P", "F", "F", "F", "F", "F", "F"],
  "positions_angstrom": [[4.1723, 0.1231, 0.5206], [2.8507, -0.3456, 0.0066], [1.7324, -0.5256, 1.0330], [1.6936, -1.4362, 2.0944], [0.5045, -1.0708, 2.8113], [-0.0822, 0.0057, 2.3207], [0.6544, 0.3242, 1.2248], [-1.1979, 0.7791, 2.7037], [3.8997, 0.9530, 1.1725], [4.7941, 0.3692, -0.3402], [4.5436, -0.7042, 1.1255], [2.9217, -1.2944, -0.5253], [2.5697, 0.3744, -0.7620], [2.3655, -2.2806, 2.1382], [0.0622, -1.5662, 3.6630], [0.4704, 1.1162, 0.5140], [-1.5284, 0.4404, 3.6856], [-1.9793, 0.4296, 2.0288], [-1.0947, 1.8421, 2.4858], [-2.0632, -1.8461, 1.6836], [-1.7022, -3.4093, 1.7942], [-0.3309, -3.6488, 2.2472], [0.8427, -3.9480, 1.5005], [1.8384, -4.1717, 2.5024], [1.3380, -3.9265, 3.7871], [-0.0143, -3.7085, 3.6072], [2.0412, -4.0499, 5.0682], [-1.2465, -1.3488, 1.1603], [-2.0785, -1.4786, 2.7097], [-2.9734, -1.6610, 1.1133], [-1.9027, -3.9204, 0.8526], [-2.3571, -3.8141, 2.5659], [0.8266, -4.0297, 0.4237], [2.8768, -4.4650, 2.4573], [-0.6117, -3.5840, 4.4982], [1.3509, -4.2843, 5.8785], [2.6759, -3.1928, 5.2929], [2.5919, -4.9864, 4.9794], [-0.5926, -3.9121, -4.1395], [-0.7128, -3.2243, -2.7792], [-0.4637, -1.7958, -2.8786], [-1.3715, -0.8759, -3.3688], [-0.7966, 0.3727, -3.4211], [0.5069, 0.1943, -3.0216], [0.7646, -1.1287, -2.8345], [1.5252, 1.2979, -2.8761], [0.3904, -3.6515, -4.5316], [-1.2427, -3.5985, -4.9562], [-0.7011, -4.9801, -3.9503], [-0.0401, -3.6402, -2.0291], [-1.6547, -3.3260, -2.2401], [-2.3611, -1.1648, -3.6904], [-1.2446, 1.3278, -3.6522], [1.7516, -1.5136, -2.6248], [1.4918, 1.9943, -3.7140], [2.5220, 0.9667, -2.5849], [1.1780, 1.8345, -1.9932], [-3.4360, 5.2751, -1.5988], [-2.4429, 4.0868, -1.7780], [-1.1146, 4.1621, -1.1252], [-0.2988, 3.0514, -0.7548], [0.8272, 3.6850, -0.2019], [0.7225, 5.0574, -0.2496], [-0.4772, 5.2970, -0.8204], [1.6499, 5.9802, 0.2126], [-3.2409, 5.7305, -0.6279], [-4.4815, 4.9694, -1.5592], [-3.2034, 6.0634, -2.3147], [-2.2548, 3.9173, -2.8382], [-2.8361, 3.1045, -1.5161], [-0.5034, 1.9959, -0.8576], [1.6526, 3.2181, 0.3148], [-0.8228, 6.2922, -1.0585], [2.6702, 5.6138, 0.3253], [1.3551, 6.2842, 1.2170], [1.6320, 6.8305, -0.4692], [-1.8611, 0.2931, -0.7092], [-1.3974, 1.4373, 0.3374], [-1.4502, -0.8206, 0.3463], [-3.4097, 0.4121, -0.1047], [-2.2918, -0.8849, -1.7753], [-2.1289, 1.4026, -1.9009], [-0.2612, 0.3098, -1.2305]],
  "atomic_forces_ev_per_a": [[-1.0, -0.7, 1.2], [-1.4, -0.5, -0.9], [-1.4, 1.4, 1.4], [-2.3, 2.4, 0.1], [3.0, -2.4, 1.5], [4.2, 1.6, -3.5], [2.6, -0.2, -0.6], [-2.4, -0.5, 0.4], [0.9, 0.3, -0.1], [0.2, 0.1, 0.4], [0.8, 0.4, 0.0], [0.0, -0.2, 0.2], [-0.9, -0.1, 0.5], [-0.1, 1.1, 0.3], [0.4, 0.5, -0.1], [0.4, -0.3, 1.0], [0.3, 0.8, 0.2], [-0.3, 0.5, 0.7], [0.4, -0.2, 0.8], [-1.0, -7.7, 7.2], [-1.9, 1.5, 0.3], [1.9, -1.4, 2.4], [-0.1, -0.9, 4.2], [-1.2, -0.2, -0.8], [-3.2, -0.1, -3.0], [1.9, -0.2, -1.8], [0.1, -1.2, 0.0], [1.5, -6.2, 8.9], [-0.9, -0.3, 0.2], [-0.2, -0.6, 0.8], [0.3, -0.1, 0.1], [0.1, -0.6, -0.2], [0.2, 0.0, 0.2], [0.0, 0.0, -0.5], [-0.7, 0.1, -0.5], [-0.3, 0.5, -0.2], [-0.1, -0.1, -0.2], [0.5, 0.3, 0.1], [0.4, 0.0, 0.4], [-0.4, 0.0, 0.0], [2.7, 2.1, -1.8], [1.5, 0.5, -3.0], [0.9, -1.8, -2.4], [3.4, -1.7, -4.2], [-1.9, 1.1, 0.0], [-1.4, -0.4, 0.7], [0.3, -0.5, 0.1], [-0.6, 0.1, 0.6], [0.2, 0.0, -0.5], [0.6, 0.0, -0.4], [-0.5, 0.0, -0.6], [0.4, 0.0, -0.4], [0.6, -0.4, -0.4], [-0.3, -0.2, 0.1], [0.2, -0.4, -0.1], [-0.1, -0.4, -0.9], [0.2, 0.2, -0.3], [1.7, -0.2, 0.9], [-0.9, -0.5, -0.8], [0.8, -0.4, 0.5], [2.2, 4.6, 0.0], [-0.9, -1.4, -0.2], [-3.0, -3.4, -1.7], [0.5, 0.1, 0.0], [1.2, 2.3, 1.3], [-0.1, 0.0, 0.3], [0.2, -0.1, -0.5], [-0.5, -0.2, -0.2], [0.2, 0.4, -0.2], [-0.3, 0.9, 0.6], [0.9, 2.5, -1.0], [0.1, 0.1, -0.2], [-0.2, -0.1, 0.1], [-0.2, -0.4, -0.5], [0.0, 0.4, 0.0], [0.3, 0.1, 0.3], [-3.0, 1.8, -2.6], [-2.6, -0.9, 0.7], [0.9, 10.2, -16.0], [2.4, -0.4, -1.0], [-2.3, 1.0, 5.4], [-1.1, -0.9, 2.4], [-2.6, -0.4, 4.7]],
  "orbital_gap_ev": 8.68,
  "total_charge": 3
}

***

(3)
{
  "formula": "C8H10BrO2PS",
  "method": "ωB97M-V/def2-TZVPD",
  "elements": ["C", "C", "C", "C", "C", "C", "C", "C", "O", "O", "P", "S", "Br", "H", "H", "H", "H", "H", "H", "H", "H", "H", "H"],
  "positions_angstrom": [[2.3533, 2.5867, 1.3034], [2.9330, 2.8807, 0.0448], [1.0280, 2.8500, 1.4227], [2.0393, 3.3120, -0.8375], [-0.8703, -2.2046, -1.3831], [-1.3704, -2.5444, 2.1143], [-1.1301, -0.9722, -2.1996], [-1.2408, -3.1996, 0.7733], [-0.0780, -3.0664, -1.6541], [-1.5339, -2.2697, -0.2463], [-1.3002, 0.5161, -1.0871], [0.4780, 3.3778, -0.1177], [-3.4785, 0.9463, -1.2755], [2.9915, 2.3881, 2.1858], [3.9933, 2.6661, -0.0353], [0.3668, 3.0093, 2.2295], [2.2611, 3.5225, -1.9318], [-0.6084, -2.1970, 2.6647], [-2.2866, -2.1102, 2.3473], [-0.3861, -0.7509, -2.8633], [-2.1352, -1.0240, -2.8180], [-1.7870, -4.1673, 0.7970], [-0.2388, -3.5495, 0.5667]],
  "atomic_forces_ev_per_a": [[0.9, 0.3, 2.2], [1.2, -1.3, 1.7], [0.6, 0.5, -2.0], [-0.6, 0.5, -2.6], [1.1, -1.3, -0.1], [-1.6, -1.3, -2.6], [-4.5, 0.2, 0.9], [1.4, -1.2, 1.1], [0.5, 0.0, -0.9], [-2.5, 1.4, 0.4], [-0.2, 0.1, 0.0], [-0.3, 0.5, -0.5], [0.2, -0.1, 0.0], [-0.5, -0.2, -0.6], [-0.1, 0.3, -0.7], [-0.3, -0.4, 0.9], [-0.7, -0.2, 1.7], [3.0, 0.8, 1.7], [-1.7, 0.5, 0.3], [2.2, 0.1, -1.7], [2.0, -0.3, 1.3], [-0.6, 0.9, -0.7], [0.5, 0.1, 0.3]],
  "orbital_gap_ev": [7.96, 7.93]
}

***

E, respectively: -9441.7818 -63083.4196 -102715.9388 eV.
ΔE to the lowest compared entry with this formula, charge and spin, respectively: 121.69 1547.10 209.27 kJ/mol.
Strongest force on any atom, respectively: 0.36 19.01 4.60 eV/A.